Entry 1:
One molecule with the formula C18H20BrClN4O3S, computed with ωB97M-V/def2-TZVPD.

CARTESIAN COORDINATES (ANGSTROEM)
C (2.4577, -5.2693, 4.6991)
N (1.5525, -5.4366, 3.5893)
C (1.2928, -4.3677, 2.7618)
C (2.1565, -3.2637, 2.6833)
C (1.8897, -2.1852, 1.8714)
C (0.7374, -2.1462, 1.0847)
C (-0.1569, -3.2157, 1.1781)
C (0.1096, -4.2802, 2.0049)
Br (-1.2703, -5.5938, 2.1839)
H (-1.0726, -3.1756, 0.6104)
C (0.4790, -1.0155, 0.2234)
N (-0.5662, -1.0022, -0.5096)
N (-0.8746, 0.0287, -1.3386)
C (-0.2090, 1.1903, -1.5944)
O (0.8304, 1.5310, -1.0834)
C (-0.9474, 2.0494, -2.6332)
N (-0.2990, 3.3208, -2.8089)
C (-0.1394, 4.1911, -1.7343)
C (-0.9433, 4.0753, -0.5988)
C (-0.8001, 4.9751, 0.4420)
C (0.1205, 6.0064, 0.3929)
C (0.9189, 6.1121, -0.7331)
C (0.7973, 5.2247, -1.7856)
H (1.4609, 5.3002, -2.6291)
H (1.6575, 6.8971, -0.7880)
H (0.2169, 6.6952, 1.2161)
Cl (-1.8112, 4.7968, 1.8322)
H (-1.6704, 3.2872, -0.5006)
S (0.3418, 3.6526, -4.3313)
O (-0.0655, 2.5720, -5.1792)
O (1.7306, 3.9809, -4.2914)
C (-0.5975, 5.1256, -4.8034)
H (-0.1845, 5.4932, -5.7341)
H (-0.5008, 5.8680, -4.0223)
H (-1.6275, 4.8234, -4.9361)
H (-0.8966, 1.5513, -3.6046)
H (-2.0016, 2.1732, -2.3564)
H (-1.7270, -0.1613, -1.8504)
H (1.2133, -0.2149, 0.2459)
H (2.5896, -1.3638, 1.8300)
H (3.0694, -3.2729, 3.2569)
C (1.5124, -6.7934, 3.0835)
H (0.8421, -7.4104, 3.6862)
H (2.5165, -7.2295, 3.1199)
H (1.1785, -6.8174, 2.0500)
H (2.2936, -4.3015, 5.1694)
H (2.2404, -6.0486, 5.4304)
H (3.5130, -5.3567, 4.4081)

The total energy comes out at -4575.010397 Ha. As for the spin multiplicity: 1. Its structure (SMILES) is CN(C)c1ccc(/C=N/NC(=O)CN(c2cccc(Cl)c2)S(C)(=O)=O)cc1Br. The gap between HOMO and LUMO is 0.3011 Ha.


Entry 2:
A 3-piece molecular cluster, C18H20BrF17O8Si overall, computed with ωB97M-V/def2-TZVPD.

CARTESIAN COORDINATES (ANGSTROEM)
O (-1.2214, 3.0560, 5.5185)
C (-1.5469, 2.0184, 6.0577)
O (-1.2604, 1.7537, 7.3460)
C (-2.3111, 0.9528, 5.3371)
Si (-1.9536, 1.0639, 3.4843)
Br (-3.4981, 2.3503, 2.4546)
C (-2.0150, -0.6251, 2.6491)
C (-0.6988, -1.3793, 2.9516)
C (-0.2005, -2.2698, 1.7976)
F (0.3211, -3.3945, 2.3441)
F (-1.2323, -2.6238, 1.0109)
C (0.8659, -1.4754, 0.9938)
F (1.9384, -1.3293, 1.8074)
F (0.3261, -0.2711, 0.7136)
C (1.3904, -2.1199, -0.3142)
F (1.9347, -3.3052, 0.0340)
F (0.3782, -2.3763, -1.1527)
C (2.5232, -1.2810, -1.0048)
F (2.6433, -0.0560, -0.4594)
F (3.6947, -1.9157, -0.8233)
C (2.3501, -1.1006, -2.5390)
F (2.1430, -2.2933, -3.1279)
F (3.5304, -0.6261, -3.0052)
C (1.2130, -0.0971, -2.9509)
F (0.3871, 0.1368, -1.9065)
F (0.4950, -0.6678, -3.9381)
C (1.7209, 1.2713, -3.4514)
F (2.6045, 1.8020, -2.5779)
F (2.3221, 1.1320, -4.6522)
C (0.5777, 2.3259, -3.6209)
F (1.0626, 3.3276, -4.3749)
F (-0.5059, 1.8083, -4.2045)
F (0.2259, 2.8206, -2.4229)
H (-0.5089, 2.3107, 7.5769)
H (-3.3756, 1.1261, 5.4799)
H (-2.0965, -0.0392, 5.7252)
H (-0.6409, 1.6766, 3.2257)
H (-2.8334, -1.2077, 3.0539)
H (-2.1614, -0.4253, 1.5961)
H (-0.8094, -1.9829, 3.8420)
H (0.0708, -0.6486, 3.1853)
C (1.1297, -5.9316, 0.9568)
O (0.8380, -7.3290, 0.8703)
C (0.4374, -7.7246, -0.3344)
O (0.3116, -7.0238, -1.3022)
O (0.1988, -9.0342, -0.2834)
C (-0.2425, -9.5957, -1.5201)
H (1.4414, -5.7380, 1.9781)
H (1.9377, -5.6696, 0.2793)
H (0.2451, -5.3417, 0.7355)
H (0.5138, -9.4679, -2.2920)
H (-1.1797, -9.1416, -1.8360)
H (-0.3977, -10.6551, -1.3383)
C (-1.9075, 9.7437, -1.2339)
O (-1.1023, 8.5684, -1.1371)
C (-0.9220, 7.9344, -2.2941)
O (-1.3685, 8.2696, -3.3578)
O (-0.1623, 6.8663, -2.0665)
C (0.1158, 6.0846, -3.2302)
H (-1.9717, 10.1552, -0.2310)
H (-1.4449, 10.4734, -1.8957)
H (-2.9063, 9.4973, -1.5886)
H (0.6561, 6.6754, -3.9681)
H (-0.8055, 5.6970, -3.6623)
H (0.7366, 5.2651, -2.9066)

The total energy comes out at -5861.155598 Ha. As for the spin multiplicity: 1. Its structure (SMILES) is O=C(O)C[Si@H](Br)CCC(F)(F)C(F)(F)C(F)(F)C(F)(F)C(F)(F)C(F)(F)C(F)(F)C(F)(F)F.COC(=O)OC.COC(=O)OC. The gap between HOMO and LUMO is 0.4009 Ha.


Entry 3:
One molecule with the formula C18H20ClFN4O2, computed with ωB97M-V/def2-TZVPD.

CARTESIAN COORDINATES (ANGSTROEM)
C (2.7794, 8.6413, -0.9067)
O (1.8822, 7.7626, -1.5856)
C (1.5487, 6.6382, -0.9340)
C (0.6432, 5.7586, -1.6178)
C (0.2626, 4.6181, -1.0227)
C (0.7864, 4.2916, 0.2925)
N (0.6027, 3.2215, 1.0101)
C (-0.3531, 2.2971, 0.6395)
O (-1.3860, 2.5505, 0.0399)
C (-0.0417, 0.8957, 1.1189)
C (-1.1226, -0.1012, 0.7810)
C (-1.3518, -0.4716, -0.6942)
N (-1.5208, -1.8793, -0.2850)
C (-0.9382, -2.8918, -1.1424)
C (-1.0751, -4.2512, -0.5034)
C (-2.3581, -4.7507, -0.2902)
C (-2.5664, -5.9736, 0.3143)
C (-1.4641, -6.7034, 0.7133)
F (-1.6782, -7.9007, 1.3027)
C (-0.1605, -6.2735, 0.5429)
C (1.0039, -7.1020, 1.0004)
C (-0.0060, -5.0276, -0.0735)
Cl (1.6322, -4.4571, -0.2855)
C (-0.8234, -1.5984, 0.9861)
N (1.6224, 5.2319, 0.8025)
N (2.0280, 6.3876, 0.2322)
H (2.9264, 9.4823, -1.5767)
H (2.3483, 8.9742, 0.0372)
H (3.7267, 8.1414, -0.7059)
H (0.2914, 6.0452, -2.5993)
H (-0.4273, 3.9257, -1.4766)
H (0.9167, 0.6009, 0.6785)
H (0.1352, 0.9473, 2.1969)
H (-2.0653, 0.1800, 1.2483)
H (-2.1986, -0.0270, -1.2143)
H (-0.4365, -0.3191, -1.2879)
H (-1.4826, -2.8863, -2.0910)
H (0.1139, -2.6736, -1.3678)
H (-3.2009, -4.1455, -0.5987)
H (-3.5577, -6.3704, 0.4831)
H (1.5953, -6.5596, 1.7389)
H (0.6629, -8.0340, 1.4419)
H (1.6653, -7.3304, 0.1641)
H (0.2555, -1.8047, 0.9225)
H (-1.2348, -2.1017, 1.8619)
H (2.0205, 5.0430, 1.7094)

The value obtained for the energy relative to the best compared isomer or geometry (same formula, charge and spin) is 0.032 eV. The total energy comes out at -1627.430259 Ha. As for the spin multiplicity: 1. Its structure (SMILES) is COc1cc/c(=N\C(=O)CC2CN(Cc3ccc(F)c(C)c3Cl)C2)[nH]n1. The gap between HOMO and LUMO is 0.3125 Ha.


Entry 4:
One molecule with the formula C18H20FNOS, computed with ωB97M-V/def2-TZVPD.

CARTESIAN COORDINATES (ANGSTROEM)
C (-1.0289, -1.2391, 2.1224)
H (-1.7292, -1.9405, 2.5678)
H (-0.3612, -0.8666, 2.8958)
H (-0.4425, -1.7666, 1.3717)
C (-1.7865, -0.0809, 1.4758)
N (-0.8298, 0.8782, 0.9633)
C (-1.1327, 2.1766, 0.7813)
O (-2.1879, 2.6768, 1.1097)
C (-0.0025, 2.9823, 0.1434)
C (0.1665, 2.6562, -1.3368)
H (-0.8040, 2.6121, -1.8313)
H (0.7851, 3.4024, -1.8374)
S (0.9261, 1.0307, -1.6721)
C (2.6903, 1.3700, -1.2338)
C (3.2782, 0.1619, -0.5866)
C (3.1201, -0.0681, 0.7760)
C (3.6166, -1.1920, 1.4051)
C (4.2963, -2.1323, 0.6507)
C (4.4676, -1.9346, -0.7091)
C (3.9613, -0.8011, -1.3196)
H (4.0917, -0.6528, -2.3809)
H (4.9968, -2.6677, -1.2982)
H (4.6897, -3.0171, 1.1266)
H (3.4663, -1.3165, 2.4657)
F (2.4546, 0.8487, 1.5190)
H (2.6879, 2.2224, -0.5568)
H (3.2143, 1.6209, -2.1554)
H (0.9226, 2.7987, 0.6933)
H (-0.2585, 4.0393, 0.2371)
H (0.0223, 0.5122, 0.5651)
C (-2.7161, -0.5932, 0.3959)
C (-4.0579, -0.8067, 0.6807)
C (-4.9148, -1.2944, -0.2896)
C (-4.4393, -1.5707, -1.5600)
C (-3.1033, -1.3585, -1.8522)
C (-2.2454, -0.8764, -0.8795)
H (-1.2061, -0.7118, -1.1253)
H (-2.7247, -1.5680, -2.8422)
H (-5.1084, -1.9461, -2.3205)
H (-5.9574, -1.4535, -0.0555)
H (-4.4342, -0.5819, 1.6682)
H (-2.3832, 0.4474, 2.2283)

The value obtained for the energy relative to the best compared isomer or geometry (same formula, charge and spin) is 0.100 eV. The total energy comes out at -1325.986226 Ha. As for the spin multiplicity: 1. Its structure (SMILES) is C[C@@H](NC(=O)CCSCc1ccccc1F)c1ccccc1. The gap between HOMO and LUMO is 0.3511 Ha.


Entry 5:
C18H20MnN4OS6 as an isolated structure, computed with ωB97M-V/def2-TZVPD.

CARTESIAN COORDINATES (ANGSTROEM)
Mn (-0.9048, -0.4284, 0.3373)
S (-3.1206, 0.5636, -0.0738)
S (-4.2207, -1.2002, -0.0703)
S (-3.4326, -2.3282, 1.4494)
S (-1.5241, -2.8248, 0.8088)
S (2.9878, -1.1130, 1.1118)
C (3.1584, 0.0829, -0.1185)
C (4.3156, 0.0860, -0.9262)
C (4.4997, 0.9517, -1.9903)
C (5.7031, 0.8611, -2.7688)
N (6.6729, 0.7896, -3.3865)
C (3.5031, 1.8955, -2.2921)
C (2.3722, 1.9440, -1.4811)
C (2.1805, 1.0915, -0.3938)
S (0.7859, 1.3632, 0.6358)
C (3.6480, 2.8062, -3.3872)
N (3.7616, 3.5448, -4.2649)
H (5.0906, -0.6339, -0.6953)
H (1.6052, 2.6774, -1.6916)
C (-0.4747, -0.3743, 4.8798)
C (-1.2817, 0.9335, 4.7304)
C (-1.4854, 1.0746, 3.2090)
O (-1.1454, -0.2005, 2.6707)
C (-0.0510, -0.6902, 3.4508)
H (-1.1157, -1.1715, 5.2602)
H (0.3806, -0.2720, 5.5490)
H (-0.7405, 1.7931, 5.1283)
H (-2.2367, 0.8676, 5.2527)
H (-0.8183, 1.8348, 2.7937)
H (-2.5062, 1.2893, 2.9014)
H (0.8653, -0.1704, 3.1567)
H (0.0541, -1.7476, 3.2203)
N (0.0422, -1.1127, -1.7348)
C (0.8079, -1.9798, -1.7749)
N (1.6002, -3.0423, -1.8188)
C (1.3589, -4.0770, -0.7968)
C (1.9704, -5.3841, -1.2764)
C (3.4540, -5.2167, -1.5955)
C (3.6620, -4.0828, -2.5989)
C (3.0304, -2.7993, -2.0828)
H (0.2844, -4.1762, -0.6525)
H (1.8106, -3.7448, 0.1443)
H (1.4323, -5.7222, -2.1680)
H (1.8264, -6.1392, -0.4996)
H (3.8772, -6.1498, -1.9773)
H (3.9879, -4.9738, -0.6708)
H (3.2133, -4.3449, -3.5628)
H (4.7271, -3.9069, -2.7669)
H (3.1170, -1.9912, -2.8069)
H (3.5081, -2.4885, -1.1475)

The value obtained for the energy relative to the best compared isomer or geometry (same formula, charge and spin) is 0.190 eV. The total charge is -2. The total energy comes out at -4532.478566 Ha. As for the spin multiplicity: 6. Its expectation value of S² is 8.7575. The gap between HOMO and LUMO (spin up / spin down) is 0.2246 / 0.2273 Ha.